Entry 1:
ORCA calculation (ωB97M-V with the def2-TZVPD basis set) on C29H48N6O5S2SiV as an isolated structure at a distorted geometry.

The value obtained for the HOMO energy (alpha / beta) is -6.02 / -5.47 eV. As for the spin multiplicity: 2. The electronic energy comes out at -105273.246 eV. Its gap between HOMO and LUMO (alpha / beta) is 5.8 / 5.2 eV.

XYZ file:
```
92
Properties=species:S:1:pos:R:3:mulliken_spin:R:1
V 0.059 -0.071 -0.550 1.009
C -0.914 -0.771 -3.359 0.042
C -2.003 0.232 -2.977 -0.002
C -1.920 1.446 -3.898 0.004
C -3.378 -0.421 -3.052 -0.001
O -1.759 0.619 -1.597 0.002
Si -2.345 1.822 -0.612 -0.006
S -0.913 1.643 0.907 0.005
O -2.197 3.221 -1.443 0.003
C -2.930 4.449 -1.436 -0.001
C -3.096 4.952 -0.005 0.001
C -2.105 5.433 -2.263 0.000
C -4.296 4.248 -2.098 0.000
O -3.918 1.664 -0.241 -0.001
C -4.658 0.912 0.731 -0.002
C -6.051 0.710 0.143 0.000
C -4.002 -0.438 0.993 0.005
C -4.728 1.738 2.012 0.000
H -1.009 -1.056 -4.406 0.001
H -1.004 -1.665 -2.741 0.005
H 0.066 -0.309 -3.207 -0.011
H -1.998 1.122 -4.937 0.001
H -0.965 1.956 -3.756 -0.001
H -2.722 2.151 -3.685 0.000
H -3.577 -0.777 -4.063 0.000
H -4.156 0.291 -2.767 0.000
H -3.406 -1.272 -2.370 0.000
H -2.131 4.970 0.504 0.000
H -3.757 4.286 0.550 0.000
H -3.520 5.957 -0.005 0.000
H -1.186 5.707 -1.742 0.000
H -2.681 6.338 -2.461 0.000
H -1.846 4.965 -3.214 0.000
H -4.855 3.482 -1.565 0.000
H -4.159 3.935 -3.134 0.000
H -4.856 5.184 -2.085 0.000
H -5.991 0.119 -0.772 0.000
H -6.503 1.675 -0.094 0.000
H -6.688 0.189 0.858 0.000
H -3.864 -0.972 0.050 -0.002
H -4.623 -1.048 1.651 0.000
H -3.027 -0.298 1.462 0.000
H -5.213 2.695 1.810 0.000
H -3.719 1.925 2.383 0.000
H -5.299 1.212 2.778 0.000
O -1.950 -2.735 -0.873 0.000
C -1.552 -2.477 0.248 0.000
N -0.671 -1.471 0.572 -0.040
C -0.408 -1.502 1.923 0.002
O 0.440 -0.823 2.484 -0.001
C -1.297 -2.526 2.553 -0.007
C -1.545 -2.837 3.871 0.000
C -2.487 -3.832 4.132 0.000
C -3.132 -4.494 3.096 -0.001
C -2.878 -4.166 1.765 -0.001
C -1.966 -3.164 1.516 0.004
H -1.037 -2.312 4.670 0.000
H -2.722 -4.085 5.158 0.000
H -3.854 -5.268 3.324 0.000
H -3.384 -4.671 0.952 0.000
S 2.182 -1.090 -0.525 -0.012
C 3.094 -0.014 0.408 0.010
N 2.487 0.580 1.485 0.002
C 3.159 1.395 2.308 -0.001
C 4.465 1.693 2.049 -0.001
C 5.040 1.081 0.928 0.000
N 4.384 0.248 0.144 -0.001
H 1.527 0.262 1.703 -0.013
H 2.611 1.789 3.153 0.000
H 5.035 2.352 2.685 0.000
H 6.071 1.273 0.649 0.000
C 2.853 0.761 -3.556 0.003
N 2.990 2.006 -2.821 0.005
C 4.362 2.472 -2.703 0.000
C 2.004 2.420 -1.970 0.014
N 0.998 1.663 -1.667 -0.025
N 2.141 3.724 -1.508 0.001
C 1.442 4.116 -0.303 0.003
C 2.323 4.801 -2.464 0.001
H 3.507 0.814 -4.428 0.000
H 1.825 0.641 -3.887 0.001
H 3.129 -0.104 -2.952 -0.001
H 5.007 1.640 -2.405 0.000
H 4.439 3.254 -1.955 0.000
H 4.716 2.856 -3.664 0.000
H 0.269 2.232 -1.236 0.008
H 1.373 3.280 0.387 -0.001
H 0.424 4.475 -0.495 -0.001
H 2.005 4.923 0.174 0.000
H 2.745 4.422 -3.390 0.000
H 2.994 5.561 -2.053 0.000
H 1.368 5.288 -2.697 0.001
```

Entry 2:
ORCA calculation (ωB97M-V with the def2-TZVPD basis set) on a 5-piece molecular cluster, H10O5 overall.

As for the SMILES: O.O.O.O.O. The value obtained for the HOMO energy is -11.45 eV. The electronic energy comes out at -10399.400 eV. The relative energy (zero: lowest compared OMol25 entry of this formula, charge and spin) is 139.9 kJ/mol. Its gap between HOMO and LUMO is 11.5 eV.

XYZ file:
```
15
Properties=species:S:1:pos:R:3:nbo_charge:R:1
O -1.314 0.815 -0.870 -0.941
H -1.056 1.364 -0.122 0.472
H -0.998 -0.065 -0.635 0.468
O 2.551 1.442 -1.115 -0.937
H 2.587 1.725 -2.036 0.471
H 3.018 2.137 -0.638 0.466
O 1.365 -2.912 2.266 -0.931
H 0.976 -2.634 3.104 0.465
H 1.031 -2.271 1.629 0.466
O -2.014 1.560 3.181 -0.934
H -1.166 1.102 3.171 0.464
H -1.879 2.291 3.795 0.470
O -0.787 -1.768 -3.729 -0.941
H -0.948 -0.841 -3.522 0.473
H -1.366 -1.945 -4.479 0.467
```

What is the electronic energy in the first record?
-105273.246 eV